(1)
# C12H7N2O5SW

C12H7N2O5SW as an isolated structure (the ωB97M-V functional and the def2-TZVPD basis, OMol25).

Properties
Highest occupied orbital energy (spin up / spin down) in eV: -19.55 / -20.45
Energy above the lowest of the compared OMol25 structures with the same formula, charge and spin in kcal per mole: 13.44
Total charge: +3
Multiplicity: 3
Expectation value of S²: 2.4896
E_LUMO (spin up / spin down) in eV: -13.4513 / -14.7558

CARTESIAN COORDINATES (ANGSTROEM)
O (4.8748, 2.2890, -2.1547)
C (4.0312, 1.6209, -1.7271)
W (1.4219, 0.5401, -0.4083)
O (2.1567, 3.5807, -0.6999)
C (1.9556, 2.4356, -0.5808)
C (2.3783, -1.3703, -0.8614)
O (2.2902, -2.5836, -0.7996)
C (2.7744, 0.2967, 1.1924)
O (3.4687, 0.1922, 2.1243)
C (0.9251, 0.4868, -2.3453)
O (0.5839, 0.5012, -3.4592)
H (3.2691, -1.0592, -1.4650)
N (0.2515, 1.9052, 2.2649)
C (-0.6063, 1.0355, 1.7154)
N (-0.3225, 0.2654, 0.6380)
C (-1.4372, -0.5546, 0.2999)
C (-1.5112, -1.4747, -0.7473)
C (-2.7145, -2.1799, -0.9123)
C (-3.8001, -1.9670, -0.0524)
C (-3.6982, -1.0349, 0.9889)
C (-2.5214, -0.3247, 1.1541)
S (-2.2074, 0.9035, 2.3678)
H (-0.0827, 2.4565, 3.0473)
H (1.2403, 1.9603, 2.0636)
H (-0.6673, -1.6475, -1.4182)
H (-2.8147, -2.9089, -1.7168)
H (-4.7325, -2.5243, -0.1881)
H (-4.5059, -0.8401, 1.6799)

Atoms 1-2, force components in eV/Å:
O -3.7268 -3.0044 1.8764
C 4.0131 2.6268 -2.0221


(2)
# C12H8ClINO3Pd

C12H8ClINO3Pd as an isolated structure (the ωB97M-V functional and the def2-TZVPD basis, OMol25).

Properties
Highest occupied orbital energy in eV: -3.82
Total charge: -1
E_LUMO in eV: 2.6946

CARTESIAN COORDINATES (ANGSTROEM)
Pd (1.0424, -0.2463, -0.0013)
I (0.0063, 2.7587, -0.2119)
C (-0.5845, 2.0834, -2.1085)
C (-1.4314, 2.9261, -2.7747)
C (-1.8188, 2.6486, -4.1000)
C (-1.3097, 1.5555, -4.7300)
C (-0.4248, 0.6736, -4.0623)
C (0.1189, -0.4262, -4.7676)
C (0.9925, -1.2670, -4.1454)
C (1.3064, -1.0754, -2.7861)
C (0.7814, -0.0571, -2.0245)
C (-0.0654, 0.8873, -2.6949)
H (-1.7912, 3.8222, -2.2881)
H (-2.4975, 3.3189, -4.6129)
H (-1.5687, 1.3415, -5.7611)
H (-0.1627, -0.5729, -5.8044)
H (1.4279, -2.0992, -4.6880)
H (1.9927, -1.7738, -2.3162)
O (3.5517, -0.7804, -0.7266)
N (2.8919, 0.0003, -0.1349)
Cl (-2.7864, -1.5406, 3.3320)
C (-1.0205, -1.3014, 3.4215)
C (-0.3478, -0.9425, 2.1011)
O (-0.9938, -0.8027, 1.0494)
O (0.9027, -0.7998, 2.1940)
H (-0.5841, -2.2209, 3.8014)
H (-0.8315, -0.5050, 4.1359)

Atoms 1-2, force components in eV/Å:
Pd -0.0828 -0.0200 -0.0482
I -0.0352 0.0233 0.0703


(3)
# C12H8ClNO5S4W

C12H8ClNO5S4W as an isolated structure (the ωB97M-V functional and the def2-TZVPD basis, OMol25).

Properties
Highest occupied orbital energy (spin up / spin down) in eV: -0.09 / -0.26
Total charge: -2
E_LUMO (spin up / spin down) in eV: 4.6962 / 4.6956

CARTESIAN COORDINATES (ANGSTROEM)
W (0.6577, -0.4959, -0.5776)
O (2.6121, 1.1204, 5.9510)
C (2.2969, 0.8024, 4.8289)
S (1.4065, -0.6631, 4.4286)
C (1.3546, -0.4658, 2.6601)
C (1.9348, 0.6683, 2.1907)
S (2.0475, 1.1980, 0.5415)
S (2.6433, 1.7542, 3.3885)
S (0.5725, -1.6817, 1.7412)
O (-2.6366, 0.4122, -3.4267)
C (-1.7132, 0.4233, -2.6134)
O (-0.5300, -0.1448, -2.9595)
C (-1.8322, 1.0023, -1.2841)
C (-2.9018, 1.8762, -1.0589)
C (-3.1314, 2.4107, 0.1809)
C (-2.2757, 1.9939, 1.2169)
C (-1.2635, 1.1239, 0.9506)
N (-0.9720, 0.6084, -0.2717)
H (-3.5287, 2.1173, -1.9042)
H (-3.9338, 3.1074, 0.3711)
H (-2.4119, 2.3525, 2.2257)
H (-0.6259, 0.7915, 1.7595)
Cl (0.4469, -4.9385, -2.0540)
C (0.7982, -3.4039, -1.2665)
C (2.2119, -2.8337, -1.6746)
O (2.9919, -3.5469, -2.2878)
O (2.3906, -1.6674, -1.2510)
H (0.8115, -3.5970, -0.1871)
H (-0.0158, -2.6911, -1.5285)
C (0.6473, 0.5151, -2.4437)
H (1.4429, 0.2424, -3.1489)
H (0.5055, 1.6093, -2.4973)

Atoms 1-2, force components in eV/Å:
W 2.2410 0.7967 1.7561
O 0.1205 0.1288 0.3815


(4)
# C12H8HgN2O4

C12H8HgN2O4 as an isolated structure (the ωB97M-V functional and the def2-TZVPD basis, OMol25).

Properties
Highest occupied orbital energy (spin up / spin down) in eV: -17.18 / -17.18
Energy above the lowest of the compared OMol25 structures with the same formula, charge and spin in kcal per mole: 9.14
Total charge: +2
E_LUMO (spin up / spin down) in eV: -12.1565 / -12.1572

CARTESIAN COORDINATES (ANGSTROEM)
Hg (-1.0478, 1.4370, -1.5039)
C (1.1305, -1.4516, 0.6199)
O (1.7805, -2.3052, 1.0920)
C (2.4264, -2.8319, -1.4140)
O (2.9093, -3.5150, -0.6329)
C (2.7680, 0.4006, -0.6190)
O (3.7393, 0.0919, -0.0361)
C (-0.8526, -2.5832, -0.9392)
O (-0.8387, -3.6244, -0.4327)
C (0.4139, -0.0490, -4.3315)
H (-0.6592, -0.1414, -4.5426)
H (0.7311, 0.9962, -4.4152)
C (1.2563, -1.0945, -4.2447)
H (2.2803, -0.9065, -3.9797)
H (0.8426, -2.0742, -4.1029)
N (-1.9644, 1.8075, 5.8695)
C (-1.7669, 1.6870, 4.7256)
C (-1.5261, 1.5150, 3.2943)
C (-0.5301, 2.2722, 2.6548)
C (-0.2166, 2.0273, 1.3213)
N (-1.0883, 1.2476, 0.6478)
C (-2.0728, 0.5030, 1.1738)
C (-2.3707, 0.7425, 2.4950)
H (-0.0566, 3.1379, 3.1211)
H (0.6700, 2.4915, 0.7974)
H (-2.6200, -0.2062, 0.5325)
H (-3.3375, 0.4257, 2.8494)

Atoms 1-2, force components in eV/Å:
Hg 0.8478 -1.0895 0.1106
C 3.0016 -4.0250 3.0111


(5)
# C12H9F6PS3Sc

C12H9F6PS3Sc as an isolated structure (the ωB97M-V functional and the def2-TZVPD basis, OMol25).

Properties
Highest occupied orbital energy (spin up / spin down) in eV: -8.04 / -8.05
Energy above the lowest of the compared OMol25 structures with the same formula, charge and spin in kcal per mole: 16.60
Total charge: 0
Multiplicity: 2
Expectation value of S²: 0.7678
E_LUMO (spin up / spin down) in eV: -0.3033 / -3.1757

CARTESIAN COORDINATES (ANGSTROEM)
Sc (-0.1923, 0.3636, 1.1831)
S (-0.4900, 2.7523, 0.4363)
C (0.8549, 2.9870, -0.6079)
C (0.8654, 4.1669, -1.3852)
C (1.9492, 4.4982, -2.1501)
C (3.0929, 3.6746, -2.1530)
C (3.1028, 2.5066, -1.4421)
C (1.9773, 2.0996, -0.6927)
S (2.0409, 0.5346, 0.0164)
H (-0.0082, 4.8030, -1.3457)
H (1.9291, 5.3982, -2.7500)
H (3.9674, 3.9611, -2.7218)
H (3.9659, 1.8546, -1.4463)
F (-1.1783, 0.6497, 2.9774)
P (0.1666, 0.1504, 3.9575)
F (-0.0960, 1.2965, 4.9696)
F (1.4843, -0.3840, 4.5825)
F (0.3654, -0.9838, 2.6129)
F (1.0030, 1.1679, 2.9463)
F (-0.7651, -0.8922, 4.6409)
S (-1.8959, -0.3134, -0.5250)
C (-1.9310, -2.0636, -0.7638)
C (-1.5638, -2.9553, 0.2462)
C (-1.6361, -4.3225, 0.0333)
C (-2.0724, -4.8146, -1.1878)
C (-2.4321, -3.9338, -2.1975)
C (-2.3634, -2.5652, -1.9902)
H (-1.2382, -2.5657, 1.2028)
H (-1.3580, -5.0054, 0.8263)
H (-2.1379, -5.8830, -1.3485)
H (-2.7640, -4.3147, -3.1549)
H (-2.6425, -1.8677, -2.7691)

Atoms 1-2, force components in eV/Å:
Sc -0.7156 0.1599 -2.4345
S 0.2959 0.0642 -0.3223


(6)
# C12H9N3OS

One molecule with the formula C12H9N3OS (the ωB97M-V functional and the def2-TZVPD basis, OMol25).

Properties
Highest occupied orbital energy in eV: -9.41
SMILES: Cc1csc([C@@H](C#N)C(=O)c2ccncc2)n1
Energy above the lowest of the compared OMol25 structures with the same formula, charge and spin in kcal per mole: 41.60
Total charge: 0
E_LUMO in eV: 0.1892

CARTESIAN COORDINATES (ANGSTROEM)
C (-0.2551, 2.3590, -3.3222)
C (-0.5334, 2.3117, -1.7871)
C (-1.5261, 3.1851, -1.3469)
S (-1.8698, 2.9036, 0.3806)
C (-0.5583, 1.7270, 0.3320)
C (-0.0429, 0.8218, 1.4441)
C (-0.4330, 1.5273, 2.7211)
N (-0.5651, 1.8525, 3.8070)
C (-0.6848, -0.5651, 1.4872)
O (-1.6904, -0.8059, 1.9314)
C (0.0421, -1.7772, 1.0459)
C (0.9151, -2.4291, 1.9424)
C (1.8924, -3.4485, 1.5839)
N (1.9084, -3.8211, 0.3069)
C (1.1243, -3.2526, -0.5746)
C (0.1042, -2.2993, -0.2469)
N (-0.1252, 1.4394, -0.8352)
H (-0.3362, 1.3506, -3.7094)
H (-1.0119, 2.9547, -3.8701)
H (0.7146, 2.7448, -3.5402)
H (-2.0636, 3.9642, -1.8509)
H (0.9874, 0.6543, 1.3818)
H (0.9793, -2.1133, 2.9760)
H (2.4368, -3.7750, 2.4153)
H (1.1623, -3.5945, -1.6515)
H (-0.5711, -1.9144, -1.0204)

Atoms 1-2, force components in eV/Å:
C -0.6692 -0.7395 1.2870
C -3.0535 2.1731 -1.5552


(7)
# C12H9O2

An isolated ion of composition C12H9O2 and charge -1 (the ωB97M-V functional and the def2-TZVPD basis, OMol25).

Properties
Highest occupied orbital energy in eV: -4.43
SMILES: C=Cc1ccccc1[C@H]1C=C1C(=O)[O-]
Total charge: -1
E_LUMO in eV: 3.3497

CARTESIAN COORDINATES (ANGSTROEM)
C (0.8225, -0.8183, 2.5930)
C (0.1666, -0.3325, 1.5489)
C (0.4550, -0.7732, 0.1742)
C (1.6438, -1.5084, 0.0080)
C (2.0800, -1.6875, -1.2640)
C (1.4282, -1.2141, -2.3835)
C (0.1984, -0.5877, -2.1709)
C (-0.2670, -0.2424, -0.8833)
C (-1.4768, 0.6487, -0.8482)
C (-2.4950, 0.7251, 0.2131)
C (-1.7706, 1.8159, 0.1369)
C (-1.4637, 3.0524, 1.0457)
O (-1.6623, 2.8188, 2.2111)
O (-1.0370, 3.9473, 0.3292)
H (1.3882, -1.7237, 2.4778)
H (0.7870, -0.5045, 3.6224)
H (-0.2761, 0.6678, 1.5604)
H (2.3872, -1.5755, 0.8952)
H (2.9550, -2.1320, -1.4479)
H (1.5861, -1.4260, -3.4304)
H (-0.2829, -0.1464, -2.9596)
H (-1.8085, 0.8231, -1.9633)
H (-3.3581, 0.1732, 0.5350)

Atoms 1-2, force components in eV/Å:
C -0.4816 -0.7797 0.5768
C 0.8705 1.6441 -0.0584


> What is the formula in the sixth record?

C12H9N3OS